Model A:
The molecule C6H10OS, computed with the ωB97M-V functional and the def2-TZVPD basis.

The geometry in ORCA input format:
```
! wB97M-V def2-TZVPD RIJCOSX def2/J DEFGRID3
* xyz 0 1
C -1.90 -1.46 0.23
C -1.24 1.25 0.48
C 0.25 1.12 0.27
C 1.00 1.95 -0.43
C 1.61 -0.85 0.37
C 1.84 -1.05 -0.93
H -0.91 -1.84 -0.03
H -2.00 -1.41 1.29
H -2.66 -2.15 -0.18
H -1.56 2.26 0.20
H -1.48 1.10 1.56
H 2.04 1.79 -0.56
H 0.56 2.83 -0.92
H 2.08 -1.46 1.14
H 2.52 -1.84 -1.23
H 1.37 -0.43 -1.69
O 0.75 0.03 0.97
S -2.26 0.15 -0.53
*
```

Values from the calculation:
Frontier orbital gap: 9.43 eV
HOMO energy: -8.55 eV
SMILES: C=COC(=C)CSC

Atomic partial charges in e from the Löwdin method, atoms 1 to 6:
1. C -0.40
2. C -0.45
3. C -0.42
4. C 0.07
5. C -0.22
6. C 0.02


Model B:
The molecule C6H10OS, computed with the ωB97M-V functional and the def2-TZVPD basis.

The geometry in ORCA input format:
```
! wB97M-V def2-TZVPD RIJCOSX def2/J DEFGRID3
* xyz 0 1
C 0.14 2.10 0.51
C 0.30 0.63 0.87
C 1.69 0.19 0.17
C 1.75 -0.28 -1.21
C -0.84 -0.23 0.36
C -1.06 -1.49 1.14
H 0.15 2.25 -0.57
H -0.91 2.45 0.86
H 0.90 2.70 1.05
H 0.40 0.50 1.96
H 2.62 0.56 0.62
H 2.74 -0.20 -1.64
H 0.86 -0.35 -1.92
H -1.72 -2.14 0.51
H -0.12 -1.98 1.31
H -1.55 -1.26 2.09
O 1.73 -1.21 -0.07
S -1.81 0.10 -0.93
*
```

Values from the calculation:
Frontier orbital gap: 8.54 eV
HOMO energy: -8.62 eV
SMILES: CC(=S)[C@H](C)[C@@H]1CO1

Atomic partial charges in e from the Löwdin method, atoms 1 to 6:
1. C -0.11
2. C -0.34
3. C -0.26
4. C -0.08
5. C -0.75
6. C -0.13


Short version: model A is the most stable of them.


Model A:
The molecule C6H10OS, computed with the ωB97M-V functional and the def2-TZVPD basis.

The geometry in ORCA input format:
```
! wB97M-V def2-TZVPD RIJCOSX def2/J DEFGRID3
* xyz 0 1
C 0.91 -1.91 0.01
C -3.16 -0.35 -0.19
C 1.15 -0.85 0.73
C -1.87 -0.13 -0.44
C 1.70 1.73 0.51
C 0.80 0.53 0.09
O 0.75 0.25 -1.31
S -0.91 0.99 0.60
H 0.87 -2.87 0.48
H 0.54 -1.79 -0.96
H -3.62 -1.11 -0.83
H -3.85 0.22 0.59
H 1.66 -0.81 1.72
H -1.18 -0.79 -0.98
H 1.73 2.42 -0.29
H 2.70 1.26 0.58
H 1.16 2.14 1.47
H 0.61 1.07 -1.78
*
```

Values from the calculation:
Frontier orbital gap: 9.15 eV
HOMO energy: -8.32 eV
SMILES: C=CS[C@](C)(O)C=C

Atomic partial charges in e from the Löwdin method, atoms 1 to 6:
1. C 0.01
2. C -0.10
3. C -0.14
4. C -0.47
5. C -0.07
6. C -0.80


Model B:
The molecule C6H10OS, computed with the ωB97M-V functional and the def2-TZVPD basis.

The geometry in ORCA input format:
```
! wB97M-V def2-TZVPD RIJCOSX def2/J DEFGRID3
* xyz 0 1
C 1.20 0.02 -1.49
C 1.21 -0.25 -0.18
C -0.05 0.53 -2.08
C -0.11 -0.06 0.52
C -0.22 1.23 1.30
C -0.48 -1.22 1.50
O -1.67 -1.41 -1.18
S -1.37 0.00 -0.91
H 2.02 -0.08 -2.16
H 1.97 -0.83 0.36
H 0.01 1.61 -2.00
H -0.20 0.39 -3.12
H -0.41 2.06 0.48
H 0.67 1.43 1.86
H -1.02 1.15 1.99
H 0.37 -2.02 1.44
H -1.47 -1.78 1.17
H -0.46 -0.78 2.48
*
```

Values from the calculation:
Frontier orbital gap: 9.61 eV
HOMO energy: -8.83 eV

Atomic partial charges in e from the Löwdin method, atoms 1 to 6:
1. C -0.14
2. C -0.09
3. C -0.30
4. C -0.64
5. C -0.09
6. C -0.07


Short version: model B is the most stable of them.


Model A:
A 2-piece molecular cluster, CH6N2O overall, computed with the ωB97M-V functional and the def2-TZVPD basis.

The geometry in ORCA input format:
```
! wB97M-V def2-TZVPD RIJCOSX def2/J DEFGRID3
* xyz 0 1
C -2.14 -0.76 0.08
N 1.25 0.76 0.06
N 1.81 -0.53 0.13
O -1.37 0.15 0.40
H -3.22 -0.58 -0.20
H -1.85 -1.86 0.21
H 1.40 1.46 0.86
H 0.21 0.77 -0.01
H 2.30 -0.77 -0.74
H 1.61 1.35 -0.80
*
```

Values from the calculation:
Frontier orbital gap: 6.84 eV
HOMO energy: -6.67 eV

Atomic partial charges in e from the Löwdin method, atoms 1 to 6:
1. C -0.08
2. N -0.16
3. N -0.20
4. O -0.07
5. H 0.09
6. H 0.11


Model B:
A 3-piece molecular cluster, CH6N2O overall, computed with the ωB97M-V functional and the def2-TZVPD basis.

The geometry in ORCA input format:
```
! wB97M-V def2-TZVPD RIJCOSX def2/J DEFGRID3
* xyz 0 1
C -1.48 3.43 0.31
N -2.02 2.44 -0.22
N 0.12 -1.29 0.62
O -1.52 0.58 0.33
H -0.74 3.22 1.01
H -1.59 4.41 0.11
H -2.79 2.48 -0.84
H 0.72 -0.93 1.33
H -0.78 -1.43 1.14
H -0.11 -0.44 0.00
*
```

Values from the calculation:
Frontier orbital gap (spin up / spin down): 8.98 / 8.99 eV
HOMO energy (spin up / spin down): -9.33 / -9.35 eV

Atomic partial charges in e from the Löwdin method, atoms 1 to 6:
1. C 0.00
2. N 0.06
3. N -0.02
4. O -0.25
5. H 0.07
6. H 0.06


Short version: model A is the most stable of them.


Model A:
A 2-piece molecular cluster, C3H2O overall, computed with the ωB97M-V functional and the def2-TZVPD basis.

The geometry in ORCA input format:
```
! wB97M-V def2-TZVPD RIJCOSX def2/J DEFGRID3
* xyz 0 1
C 1.03 -0.01 0.65
C 2.24 0.25 0.65
C -0.22 -0.34 0.66
O -1.12 0.09 -1.33
H -1.08 -0.89 0.93
H -0.85 0.90 -1.55
*
```

Values from the calculation:
Frontier orbital gap (spin up / spin down): 7.36 / 7.25 eV
HOMO energy (spin up / spin down): -10.28 / -10.19 eV

The Löwdin scheme yields these atomic charges, measured in e:
1. C -0.24
2. C 0.17
3. C 0.27
4. O -0.16
5. H 0.08
6. H -0.10


Model B:
C3H2O as an isolated structure, computed with the ωB97M-V functional and the def2-TZVPD basis.

The geometry in ORCA input format:
```
! wB97M-V def2-TZVPD RIJCOSX def2/J DEFGRID3
* xyz 0 1
O -1.75 0.87 -0.96
C -1.49 0.05 -0.17
C 0.40 -0.33 0.32
C 1.59 -0.06 0.19
H -1.36 -0.72 0.56
H 2.62 0.18 0.06
*
```

Values from the calculation:
Frontier orbital gap: 9.79 eV
HOMO energy: -9.96 eV

The Löwdin scheme yields these atomic charges, measured in e:
1. O 0.15
2. C -0.07
3. C -0.12
4. C -0.02
5. H 0.06
6. H 0.00


Model C:
A 2-piece molecular cluster, C3H2O overall, computed with the ωB97M-V functional and the def2-TZVPD basis.

The geometry in ORCA input format:
```
! wB97M-V def2-TZVPD RIJCOSX def2/J DEFGRID3
* xyz 0 1
C -0.44 2.19 0.38
C -0.25 1.20 -0.26
C 0.36 -1.89 -0.31
O 0.62 -2.38 -1.33
H -0.51 3.15 0.82
H 0.23 -2.26 0.70
*
```

Values from the calculation:
Frontier orbital gap (spin up / spin down): 9.57 / 6.60 eV
HOMO energy (spin up / spin down): -10.30 / -8.95 eV

The Löwdin scheme yields these atomic charges, measured in e:
1. C -0.14
2. C -0.04
3. C 0.01
4. O 0.10
5. H -0.01
6. H 0.08


Short version: model B is the most stable of them.


Model A:
The molecule C4H8NO2, computed with the ωB97M-V functional and the def2-TZVPD basis.

The geometry in ORCA input format:
```
! wB97M-V def2-TZVPD RIJCOSX def2/J DEFGRID3
* xyz 0 2
C -1.77 1.18 0.45
O -2.94 0.57 0.10
C -0.69 0.11 0.74
C 0.66 0.42 0.06
C 1.48 -0.85 -0.13
N 1.48 -1.39 -1.39
O 2.24 -1.25 0.73
H -1.93 1.75 1.38
H -1.41 1.87 -0.32
H -1.05 -0.87 0.44
H -0.50 0.00 1.81
H 1.22 1.17 0.60
H 0.43 0.79 -0.94
H 2.04 -2.22 -1.48
H 0.73 -1.27 -2.04
*
```

Values from the calculation:
Frontier orbital gap (spin up / spin down): 10.68 / 8.30 eV
HOMO energy (spin up / spin down): -9.89 / -9.92 eV

Atomic partial charges in e from the Löwdin method, atoms 1 to 6:
1. C -0.32
2. O 0.03
3. C -0.16
4. C -0.12
5. C -0.55
6. N 0.16


Model B:
The molecule C4H8NO2, computed with the ωB97M-V functional and the def2-TZVPD basis.

The geometry in ORCA input format:
```
! wB97M-V def2-TZVPD RIJCOSX def2/J DEFGRID3
* xyz 0 2
O 1.71 -1.71 -1.25
C 1.52 -1.28 -0.15
C 0.82 0.09 0.16
C -0.55 -0.08 0.81
C -1.70 0.83 0.31
O -2.75 0.85 1.09
N 1.00 0.95 -1.02
H 1.87 -1.85 0.74
H 1.58 0.47 0.85
H -0.36 0.12 1.87
H -0.88 -1.10 0.59
H -1.27 1.84 0.17
H -1.78 0.62 -0.81
H 1.30 1.87 -0.71
H 0.15 1.07 -1.55
*
```

Values from the calculation:
Frontier orbital gap (spin up / spin down): 10.12 / 7.42 eV
HOMO energy (spin up / spin down): -9.45 / -9.43 eV

Atomic partial charges in e from the Löwdin method, atoms 1 to 6:
1. O 0.07
2. C -0.24
3. C -0.35
4. C -0.13
5. C -0.38
6. O 0.07


Short version: model A is the most stable of them.


Model A:
A 2-piece molecular cluster, C16H17NO overall, computed with the ωB97M-V functional and the def2-TZVPD basis.

The geometry in ORCA input format:
```
! wB97M-V def2-TZVPD RIJCOSX def2/J DEFGRID3
* xyz 1 2
C -1.53 0.15 3.43
C 0.38 -1.07 2.04
C -0.32 -0.71 3.22
C 1.66 -1.56 2.49
C 0.51 -1.10 4.32
C 0.89 -1.53 -0.19
C 2.09 -2.16 0.21
C -0.06 -1.11 0.70
C 2.52 -2.08 1.53
N 1.61 -1.70 3.87
H 0.63 -1.58 -1.24
H 2.68 -2.59 -0.58
H -1.06 -0.76 0.52
H 3.55 -2.30 1.78
H -2.43 -0.42 3.61
H -1.62 0.80 2.56
H 0.20 -1.09 5.35
H 2.39 -1.98 4.46
H -1.37 0.81 4.29
C -2.37 -0.07 -4.49
C -1.87 0.79 -2.21
C -1.65 0.91 -3.60
C -1.26 1.60 -1.28
C -0.71 1.83 -4.03
C -0.07 2.26 -1.74
C 0.12 2.46 -3.08
O 0.78 2.61 -0.74
H -2.60 0.10 -1.80
H -1.48 1.83 -0.24
H -2.17 -1.07 -4.13
H -1.95 -0.02 -5.50
H -0.68 2.18 -5.05
H 0.83 3.19 -3.47
H 1.59 2.96 -1.06
H -3.41 0.16 -4.70
*
```

Values from the calculation:
Frontier orbital gap (spin up / spin down): 6.94 / 3.70 eV
HOMO energy (spin up / spin down): -10.47 / -10.47 eV

Atomic partial charges in e from the Löwdin method, atoms 1 to 6:
1. C 0.00
2. C -0.11
3. C -0.11
4. C -0.15
5. C 0.05
6. C -0.03


Model B:
A 2-piece molecular cluster, C16H17NO overall, computed with the ωB97M-V functional and the def2-TZVPD basis.

The geometry in ORCA input format:
```
! wB97M-V def2-TZVPD RIJCOSX def2/J DEFGRID3
* xyz 1 2
C -4.26 0.33 -0.56
C -1.59 0.00 2.13
C -2.23 -0.38 0.93
C -3.41 0.44 0.58
C -3.39 1.45 1.61
C -0.58 -0.72 2.67
C -0.28 -1.93 2.17
C -0.66 -2.15 0.80
C -1.69 -1.46 0.18
N -2.34 1.19 2.53
H -0.17 -0.53 3.67
H 0.51 -2.53 2.68
H -2.11 1.61 3.46
H -0.15 -3.06 0.32
H -4.08 2.17 1.87
H -1.85 -1.92 -0.80
H -4.36 1.17 -1.18
H -5.20 -0.20 -0.29
H -3.65 -0.09 -1.39
C 1.96 -1.34 -2.95
C 3.41 -0.40 -1.20
C 2.36 -0.14 -2.11
C 3.73 0.54 -0.24
C 2.94 1.72 -0.09
C 1.66 1.06 -1.95
C 2.03 2.06 -1.03
O 3.14 2.63 0.91
H 3.90 -1.49 -1.22
H 4.57 0.23 0.55
H 1.35 -2.07 -2.47
H 2.87 -1.85 -3.42
H 0.79 1.35 -2.64
H 3.95 2.52 1.49
H 1.47 3.03 -1.05
H 1.36 -1.24 -3.94
*
```

Values from the calculation:
Frontier orbital gap (spin up / spin down): 6.94 / 3.57 eV
HOMO energy (spin up / spin down): -10.63 / -10.63 eV

Atomic partial charges in e from the Löwdin method, atoms 1 to 6:
1. C -0.02
2. C -0.15
3. C -0.11
4. C -0.11
5. C 0.11
6. C -0.03


Short version: model A is the most stable of them.